The following is a DFT calculation (ωB97M-V/def2-TZVPD) of a 8-piece molecular cluster, C32H62N2O26P4 overall in a non-equilibrium geometry.

Bonds (Å) are listed after each position.
Geometry (Å):
1 O 1.390 5.699 -0.765  N2 1.243
2 N 0.243 6.089 -0.488  O1 1.243, O3 1.257, C4 1.512
3 O -0.532 6.235 -1.467  N2 1.257
4 C -0.261 6.163 0.935  N2 1.512, C5 1.417, C9 1.417
5 C -1.406 6.902 1.320  C4 1.417, C6 1.377, H10 1.080
6 C -1.740 7.083 2.644  C5 1.377, C7 1.425, H11 1.080
7 C -0.997 6.403 3.652  C6 1.425, C8 1.390, H12 1.080
8 C 0.112 5.641 3.302  C7 1.390, C9 1.400, H13 1.080
9 C 0.501 5.549 1.960  C4 1.417, C8 1.400, H14 1.080
10 H -1.985 7.386 0.547  C5 1.080
11 H -2.521 7.771 2.930  C6 1.080
12 H -1.420 6.498 4.641  C7 1.080
13 H 0.712 5.173 4.069  C8 1.080
14 H 1.324 4.954 1.591  C9 1.080
15 O 3.061 0.412 -5.428  N16 1.207
16 N 2.608 -0.530 -6.033  O15 1.207, O17 1.234, C18 1.478
17 O 2.897 -0.736 -7.216  N16 1.234
18 C 1.672 -1.421 -5.317  N16 1.478, C19 1.436, C23 1.392
19 C 0.664 -2.181 -6.001  C18 1.436, C20 1.408, H24 1.080
20 C -0.220 -3.024 -5.301  C19 1.408, C21 1.385, H25 1.080
21 C -0.117 -3.115 -3.923  C20 1.385, C22 1.341, H26 1.080
22 C 0.683 -2.280 -3.246  C21 1.341, C23 1.425, H27 1.080
23 C 1.621 -1.451 -3.927  C18 1.392, C22 1.425, H28 1.080
24 H 0.506 -2.080 -7.065  C19 1.080
25 H -0.989 -3.542 -5.854  C20 1.080
26 H -0.821 -3.771 -3.433  C21 1.080
27 H 0.572 -2.123 -2.183  C22 1.080
28 H 2.314 -0.796 -3.420  C23 1.080
29 C 0.991 2.989 -3.063  O30 1.442, H37 1.090, H38 1.090, H39 1.090
30 O 1.283 1.672 -2.553  C29 1.442, P31 1.655
31 P 0.630 1.108 -1.141  O30 1.655, O32 1.505, O33 1.617, O35 1.640
32 O 1.092 -0.284 -0.804  P31 1.505
33 O -0.948 1.212 -1.473  P31 1.617, C34 1.419
34 C -1.749 0.285 -0.758  O33 1.419, H40 1.090, H41 1.090, H42 1.090
35 O 0.938 2.279 -0.034  P31 1.640, C36 1.419
36 C 0.624 2.027 1.326  O35 1.419, H43 1.090, H44 1.090, H45 1.090
37 H 1.716 3.238 -3.838  C29 1.090
38 H 0.886 3.740 -2.279  C29 1.090
39 H 0.016 2.903 -3.543  C29 1.090
40 H -2.568 0.851 -0.313  C34 1.090
41 H -1.232 -0.227 0.053  C34 1.090
42 H -2.223 -0.492 -1.357  C34 1.090
43 H 1.312 2.595 1.954  C36 1.090
44 H 0.636 0.991 1.665  C36 1.090
45 H -0.334 2.511 1.514  C36 1.090
46 C -0.404 -2.468 2.164  O47 1.393, H54 1.090, H55 1.090, H56 1.090
47 O -1.417 -2.120 3.054  C46 1.393, P48 1.645
48 P -1.987 -3.221 4.136  O47 1.645, O49 1.488, O50 1.685, O52 1.605
49 O -2.328 -4.555 3.574  P48 1.488
50 O -0.741 -3.204 5.270  P48 1.685, C51 1.393
51 C 0.320 -4.085 5.073  O50 1.393, H57 1.090, H58 1.090, H59 1.090
52 O -3.184 -2.406 4.830  P48 1.605, C53 1.390
53 C -3.804 -2.882 5.980  O52 1.390, H60 1.090, H61 1.090, H62 1.090
54 H -0.245 -3.534 2.002  C46 1.090
55 H 0.527 -1.996 2.478  C46 1.090
56 H -0.636 -2.011 1.202  C46 1.090
57 H 0.375 -4.674 4.157  C51 1.090
58 H 0.482 -4.766 5.908  C51 1.090
59 H 1.191 -3.445 4.932  C51 1.090
60 H -4.858 -3.020 5.740  C53 1.090
61 H -3.800 -2.149 6.786  C53 1.090
62 H -3.477 -3.861 6.330  C53 1.090
63 C 4.245 0.906 -1.269  O64 1.460, H71 1.090, H72 1.090, H73 1.090
64 O 5.606 0.377 -1.216  C63 1.460, P65 1.637
65 P 6.273 -0.103 0.199  O64 1.637, O66 1.492, O67 1.614, O69 1.616
66 O 7.658 -0.651 0.130  P65 1.492
67 O 6.110 1.247 1.069  P65 1.614, C68 1.413
68 C 6.234 1.238 2.476  O67 1.413, H74 1.090, H75 1.090, H76 1.090
69 O 5.179 -1.132 0.797  P65 1.616, C70 1.408
70 C 4.770 -2.318 0.157  O69 1.408, H77 1.090, H78 1.090, H79 1.090
71 H 3.597 0.074 -1.545  C63 1.090
72 H 4.239 1.679 -2.037  C63 1.090
73 H 3.855 1.352 -0.355  C63 1.090
74 H 5.251 1.342 2.934  C68 1.090
75 H 6.886 2.052 2.796  C68 1.090
76 H 6.542 0.274 2.881  C68 1.090
77 H 3.687 -2.433 0.126  C70 1.090
78 H 5.142 -3.280 0.510  C70 1.090
79 H 5.075 -2.276 -0.889  C70 1.090
80 C -2.237 1.298 -5.032  O81 1.379, H88 1.090, H89 1.090, H90 1.090
81 O -2.649 -0.016 -4.965  C80 1.379, P82 1.627
82 P -4.122 -0.579 -5.364  O81 1.627, O83 1.488, O84 1.583, O86 1.655
83 O -5.016 0.518 -5.825  P82 1.488
84 O -3.898 -1.778 -6.373  P82 1.583, C85 1.368
85 C -3.211 -1.514 -7.526  O84 1.368, H91 1.090, H92 1.090, H93 1.090
86 O -4.663 -1.378 -4.020  P82 1.655, C87 1.380
87 C -5.859 -2.064 -4.073  O86 1.380, H94 1.090, H95 1.090, H96 1.090
88 H -2.393 1.763 -4.058  C80 1.090
89 H -2.721 1.980 -5.731  C80 1.090
90 H -1.177 1.461 -5.225  C80 1.090
91 H -2.204 -1.927 -7.579  C85 1.090
92 H -3.043 -0.458 -7.738  C85 1.090
93 H -3.841 -1.849 -8.350  C85 1.090
94 H -5.860 -2.969 -4.681  C87 1.090
95 H -6.556 -1.329 -4.475  C87 1.090
96 H -6.126 -2.270 -3.036  C87 1.090
97 C -5.313 0.885 -1.635  C98 1.633, H104 1.090, H105 1.090, H106 1.090
98 C -6.129 1.189 -0.254  C97 1.633, O99 1.417, H107 1.090, H108 1.090
99 O -5.442 0.537 0.799  C98 1.417, C100 1.305
100 C -4.637 1.180 1.601  O99 1.305, O101 1.270, O102 1.314
101 O -4.438 2.433 1.668  C100 1.270
102 O -4.033 0.319 2.387  C100 1.314, C103 1.424
103 C -3.318 0.679 3.565  O102 1.424, H109 1.090, H110 1.090, H111 1.090
104 H -5.822 1.218 -2.539  C97 1.090
105 H -5.164 -0.192 -1.722  C97 1.090
106 H -4.327 1.349 -1.588  C97 1.090
107 H -7.153 0.870 -0.449  C98 1.090
108 H -6.235 2.226 0.063  C98 1.090
109 H -4.020 1.172 4.238  C103 1.090
110 H -2.537 1.405 3.338  C103 1.090
111 H -2.862 -0.165 4.082  C103 1.090
112 C 5.031 -4.663 4.549  C113 1.579, H119 1.090, H120 1.090, H121 1.090
113 C 5.634 -3.472 3.706  C112 1.579, O114 1.453, H122 1.090, H123 1.090
114 O 5.045 -2.203 4.099  C113 1.453, C115 1.381
115 C 3.789 -1.810 3.678  O114 1.381, O116 1.259, O117 1.410
116 O 2.959 -2.559 3.101  C115 1.259
117 O 3.653 -0.462 4.068  C115 1.410, C118 1.430
118 C 2.420 0.139 3.660  O117 1.430, H124 1.090, H125 1.090, H126 1.090
119 H 5.450 -5.632 4.278  C112 1.090
120 H 3.956 -4.677 4.372  C112 1.090
121 H 5.099 -4.509 5.626  C112 1.090
122 H 5.465 -3.672 2.648  C113 1.090
123 H 6.723 -3.515 3.740  C113 1.090
124 H 1.710 -0.468 4.222  C118 1.090
125 H 2.338 0.053 2.577  C118 1.090
126 H 2.428 1.199 3.911  C118 1.090

Computed properties:
frontier orbital gap: 8.66 eV
DFT total energy: -127560.355 eV
HOMO energy: -9.70 eV